[1]
A molecular structure, C10H17Cl2IO2Pt at a distorted geometry, computed with ωB97M-V with the def2-TZVPD basis set.

CARTESIAN COORDINATES (ANGSTROEM)
C  0.7296  0.5622  -2.1196
C  0.0125  1.7373  -1.9094
C  -1.2939  1.4198  -1.4288
C  0.4904  3.0996  -2.2236
C  -1.4077  0.0300  -1.3389
C  -0.0914  -0.6186  -1.6867
C  -0.0277  -1.8325  -2.5355
C  2.0439  0.4751  -2.7533
C  -2.3657  2.4252  -1.1761
C  -2.6757  -0.7040  -1.1860
Pt  0.3380  -0.7882  0.4078
Cl  1.7280  1.1545  0.6755
Cl  2.4036  -1.8570  -0.0938
O  -0.5120  -2.6180  0.1463
H  1.5833  3.1918  -2.1432
H  0.0377  3.8134  -1.5282
H  0.2114  3.3939  -3.2450
H  -2.0068  3.2118  -0.5067
H  -3.2374  1.9576  -0.7121
H  -2.7018  2.9119  -2.0972
H  -3.3604  -0.1727  -0.4996
H  -2.4502  -1.7088  -0.7805
H  -3.2003  -0.8047  -2.1540
H  -0.7812  -2.5470  -2.2124
H  0.9381  -2.3363  -2.4536
H  -0.1987  -1.5595  -3.5790
H  2.7254  1.1883  -2.2814
H  1.9835  0.7179  -3.8216
H  2.4424  -0.5329  -2.6416
H  -1.0895  -2.8042  0.9245
O  2.0508  -3.2645  -1.0567
H  1.5046  -3.7824  -0.4312
I  -0.3035  -0.7797  2.9674

## Properties
Kohn-Sham gap (alpha / beta) (eV): 3.30 / 5.71
2S+1: 5
Total charge: -2
DFT total energy (Eh): -1878.9614
LUMO energy (alpha / beta) (eV): 5.07 / 4.65
HOMO level (alpha / beta) (eV): 1.764 / -1.059
⟨S²⟩: 6.03

Mulliken population analysis, charges in e, atoms 1 to 6: -0.608 0.960 1.318 -1.813 -0.059 1.884

[2]
A molecular structure, C5H6Cl2O4SVYb at a distorted geometry, computed with ωB97M-V with the def2-TZVPD basis set.

CARTESIAN COORDINATES (ANGSTROEM)
V  -0.9362  -0.8774  -5.1698
Yb  1.3038  -0.7020  -0.6931
Cl  -2.4842  -1.5169  -3.8537
Cl  2.1781  1.2681  -1.8990
C  1.9832  1.4993  0.5307
C  0.6457  -1.6298  -4.6048
C  -0.3919  0.8791  -4.8073
O  2.0229  2.6025  0.8608
O  1.7009  -2.1004  -4.3591
O  0.0269  1.9818  -4.8111
C  -0.7575  -1.4207  3.2786
S  -1.2206  -0.2189  2.0113
C  -0.5609  1.2170  2.9131
O  -0.2111  -0.4713  0.8339
H  -1.3393  -1.2535  4.1977
H  0.3204  -1.3848  3.4644
H  -0.9926  -2.4084  2.8819
H  0.4609  1.0153  3.2594
H  -0.5163  2.0555  2.2155
H  -1.2323  1.4655  3.7504

## Properties
Kohn-Sham gap (alpha / beta) (eV): 3.45 / 4.04
2S+1: 4
Total charge: +4
Energy relative to the best compared isomer or geometry (same formula, charge and spin) (kcal/mol): 34.55
DFT total energy (Eh): -3914.4909
LUMO energy (alpha / beta) (eV): -19.53 / -18.93
HOMO level (alpha / beta) (eV): -22.979 / -22.973
⟨S²⟩: 3.82

Mulliken population analysis, charges in e, atoms 1 to 6: 0.760 1.519 0.106 -0.358 0.175 0.547

[3]
A molecular structure, C3H7GaO3 at a distorted geometry, computed with ωB97M-V with the def2-TZVPD basis set.

CARTESIAN COORDINATES (ANGSTROEM)
O  -1.6723  -0.9105  0.3811
C  -0.7953  -1.6403  -0.4083
C  0.6197  -1.6337  0.1582
O  1.1240  -0.2993  0.4078
C  1.1280  0.7805  -0.7138
Ga  -1.1264  0.7802  0.5041
H  -0.7715  -1.2778  -1.4569
H  -1.0887  -2.7059  -0.4695
H  1.3278  -2.1266  -0.5197
H  0.6475  -2.1221  1.1397
H  2.2032  0.9896  -0.8000
H  0.9057  0.2924  -1.6699
O  0.5694  1.6445  0.1985
H  1.3390  0.9554  1.1216

## Properties
Kohn-Sham gap (eV): 7.17
Total charge: +2
Energy relative to the best compared isomer or geometry (same formula, charge and spin) (kcal/mol): 84.56
DFT total energy (Eh): -2268.0739
LUMO energy (eV): -13.48
HOMO level (eV): -20.652

Mulliken population analysis, charges in e, atoms 1 to 6: -0.132 -0.362 -0.402 -0.534 -0.160 1.082

[4]
A molecular structure, C32H25CeF3IN3PS5Sb, computed with ωB97M-V with the def2-TZVPD basis set.

CARTESIAN COORDINATES (ANGSTROEM)
Ce  -1.9872  0.0307  0.8102
I  -1.0698  -2.6472  -1.4185
C  0.4434  -3.7807  -0.5727
C  0.1244  -5.1048  -0.4028
C  1.0965  -6.0575  -0.0391
C  2.3916  -5.6621  0.0694
C  2.7502  -4.2995  -0.0839
C  4.1244  -3.9600  -0.0091
C  4.5270  -2.6692  -0.1471
C  3.5474  -1.6666  -0.2462
C  2.2004  -1.9294  -0.2798
P  1.1647  -0.4149  0.0575
C  1.8935  0.0841  1.6602
C  1.6072  1.3573  2.1447
C  1.9784  1.7335  3.4240
C  2.6333  0.8328  4.2513
C  2.9124  -0.4425  3.7868
C  2.5455  -0.8150  2.5034
C  1.9624  0.7564  -1.1160
C  2.9197  1.7019  -0.7734
C  3.4146  2.5822  -1.7244
C  2.9601  2.5214  -3.0342
C  2.0078  1.5741  -3.3857
C  1.5095  0.7047  -2.4332
C  1.7678  -3.3001  -0.3132
H  -0.8864  -5.4355  -0.5861
H  0.8112  -7.0904  0.1012
H  3.1778  -6.3757  0.2801
H  4.8423  -4.7548  0.1474
H  5.5730  -2.3981  -0.1174
H  3.8829  -0.6367  -0.2261
H  1.0687  2.0717  1.5292
H  1.7269  2.7236  3.7808
H  2.9055  1.1171  5.2588
H  3.3978  -1.1619  4.4310
H  2.7406  -1.8261  2.1734
H  3.2899  1.7622  0.2469
H  4.1566  3.3154  -1.4379
H  3.3409  3.2106  -3.7752
H  1.6340  1.5264  -4.3984
H  0.7389  -0.0029  -2.7082
S  -2.8968  -0.0323  4.6857
Sb  -4.3560  -0.9033  3.1706
S  -0.7040  -1.8053  2.4301
S  -4.4754  0.8543  1.5014
S  -2.6320  -2.4454  1.9612
F  -3.1775  1.4347  -4.7941
C  -4.2600  1.5923  -3.9956
F  -5.3322  1.6575  -4.8270
F  -4.1620  2.8059  -3.4126
C  -4.4085  0.4767  -3.0008
C  -5.5263  -0.3282  -3.0344
C  -5.6805  -1.3580  -2.1102
C  -4.6886  -1.5192  -1.1672
N  -3.5979  -0.7573  -1.1448
C  -3.4138  0.2270  -2.0313
S  -1.9321  1.1289  -1.8626
H  -6.2892  -0.1486  -3.7803
H  -6.5516  -1.9939  -2.1074
H  -4.7529  -2.2690  -0.3855
C  -0.3433  3.8515  -0.3672
C  -0.9711  3.6849  0.9706
N  -1.3487  2.5589  1.5296
C  -1.7970  2.8765  2.7983
C  -1.6992  4.2156  2.9867
N  -1.1778  4.7235  1.8145
H  -0.1274  2.8752  -0.7985
H  0.5962  4.4010  -0.2845
H  -1.0017  4.3790  -1.0560
H  -2.1746  2.1131  3.4664
H  -1.9581  4.8435  3.8150
H  -0.9858  5.6859  1.6019

## Properties
Kohn-Sham gap (eV): 6.02
2S+1: 2
Total charge: -1
Energy relative to the best compared isomer or geometry (same formula, charge and spin) (kcal/mol): 1.15
DFT total energy (Eh): -5043.9851
LUMO energy (eV): 2.06
HOMO level (eV): -3.959
⟨S²⟩: 0.75

Mulliken population analysis, charges in e, atoms 1 to 6: 0.181 0.339 0.101 -0.683 -0.895 -0.852

[5]
A molecular structure, CaH2O at a distorted geometry, computed with ωB97M-V with the def2-TZVPD basis set.

CARTESIAN COORDINATES (ANGSTROEM)
O  -0.3134  -0.0587  -0.1650
H  -0.2805  0.3938  -1.0382
H  -1.2727  -0.1254  0.0438
Ca  1.8666  -0.2096  1.1594

## Properties
Kohn-Sham gap (eV): 11.09
Total charge: +2
Energy relative to the best compared isomer or geometry (same formula, charge and spin) (kcal/mol): 4.95
DFT total energy (Eh): -753.3875
LUMO energy (eV): -11.28
HOMO level (eV): -22.373

How is the electron density shared among the atoms? According to Mulliken, the charges in e are: -0.630 0.377 0.357 1.896

[6]
A molecular structure, C24H33N3OSbSe4Si2Tc, computed with ωB97M-V with the def2-TZVPD basis set.

CARTESIAN COORDINATES (ANGSTROEM)
Tc  -0.2705  -0.5319  -0.0872
C  -0.4811  -1.1446  2.7412
C  -0.2741  0.3410  2.6803
C  -0.2541  1.0896  3.8390
C  -0.0478  2.4552  3.7697
C  0.1429  3.0261  2.5285
C  0.1117  2.2289  1.4009
N  -0.1040  0.9093  1.4497
N  0.3172  2.9218  0.1411
Si  -1.3443  3.8005  -0.5948
C  -1.5023  3.2528  -2.3391
C  -0.7451  5.5330  -0.4353
C  -2.6408  3.3610  0.6331
H  -0.5891  -1.4689  3.7744
H  0.3731  -1.6740  2.3115
H  -1.3952  -1.4483  2.2125
H  -0.3760  0.5947  4.7922
H  -0.0174  3.0613  4.6655
H  0.3279  4.0897  2.4303
H  -0.8355  3.8244  -2.9879
H  -2.5320  3.4484  -2.6590
H  -1.3249  2.1936  -2.4957
H  0.2387  5.6985  -0.8833
H  -0.7274  5.8704  0.6036
H  -1.4435  6.1895  -0.9658
H  -2.4998  2.3827  1.0936
H  -3.6173  3.3391  0.1384
H  -2.6866  4.1169  1.4199
C  3.3345  1.4179  1.1197
Si  2.5541  1.0665  -0.5191
C  1.1213  2.2554  -0.9513
C  3.6733  1.2223  -1.9800
N  1.6613  -0.4679  -0.4420
C  2.2949  -1.6910  -0.8021
C  3.6644  -1.8865  -0.9556
C  4.1597  -3.1336  -1.3077
C  3.2981  -4.2016  -1.5168
C  1.9304  -4.0395  -1.3303
C  1.4816  -2.7958  -0.9588
O  0.1303  -2.4941  -0.6667
C  -0.8046  -3.5706  -0.6283
C  -0.8233  -4.3820  0.4856
C  -1.7518  -5.4133  0.5284
C  -2.6119  -5.6196  -0.5436
C  -2.5591  -4.7867  -1.6541
C  -1.6546  -3.7340  -1.6968
H  3.7199  2.4408  1.1762
H  4.1847  0.7482  1.2748
H  2.6419  1.2637  1.9497
H  1.4887  3.0663  -1.5836
H  0.8075  3.7769  0.3947
H  0.4437  1.6487  -1.5469
H  3.8217  2.2770  -2.2276
H  3.2343  0.7312  -2.8531
H  4.6599  0.7884  -1.8197
H  4.3531  -1.0725  -0.7692
H  5.2267  -3.2726  -1.4167
H  3.6848  -5.1688  -1.8054
H  1.2423  -4.8640  -1.4603
H  -0.1195  -4.2260  1.2951
H  -1.7964  -6.0563  1.3972
H  -3.3263  -6.4317  -0.5135
H  -3.2214  -4.9542  -2.4929
H  -1.6097  -3.0586  -2.5423
Se  -5.6562  0.8245  0.5184
Sb  -7.0956  -0.8793  -0.8590
Se  -2.3727  -0.0016  -0.9670
Se  -3.7213  -0.3357  0.9406
Se  -5.4917  -2.4513  -1.4477

## Properties
Kohn-Sham gap (alpha / beta) (eV): 6.13 / 6.13
Total charge: +2
Energy relative to the best compared isomer or geometry (same formula, charge and spin) (kcal/mol): 15.70
DFT total energy (Eh): -11679.1907
LUMO energy (alpha / beta) (eV): -6.69 / -6.69
HOMO level (alpha / beta) (eV): -12.818 / -12.818

Mulliken population analysis, charges in e, atoms 1 to 6: 1.015 -1.384 0.380 -0.842 -1.112 -0.678

total charge of number 4 (C32H25CeF3IN3PS5Sb)? -1

What is the total charge in the fourth record? -1

Number 5 is which compound? CaH2O

DFT total energy of number 3 (C3H7GaO3)? -2268.0739 Eh